(1)
{
  "formula": "C48H115N6O8",
  "method": "wB97M-V/def2-TZVPD",
  "species": ["C", "C", "O", "O", "H", "H", "H", "C", "C", "C", "C", "C", "C", "N", "O", "C", "C", "C", "H", "H", "H", "H", "H", "H", "H", "H", "H", "H", "H", "H", "H", "H", "H", "H", "H", "H", "C", "C", "N", "C", "C", "C", "C", "C", "O", "C", "H", "H", "H", "H", "H", "H", "H", "H", "H", "H", "H", "H", "H", "H", "H", "H", "H", "H", "H", "H", "C", "C", "N", "C", "C", "C", "C", "C", "O", "C", "H", "H", "H", "H", "H", "H", "H", "H", "H", "H", "H", "H", "H", "H", "H", "H", "H", "H", "H", "H", "C", "C", "N", "C", "C", "C", "C", "C", "O", "C", "H", "H", "H", "H", "H", "H", "H", "H", "H", "H", "H", "H", "H", "H", "H", "H", "H", "H", "H", "H", "C", "C", "N", "C", "C", "C", "C", "C", "O", "C", "H", "H", "H", "H", "H", "H", "H", "H", "H", "H", "H", "H", "H", "H", "H", "H", "H", "H", "H", "H", "C", "N", "C", "C", "C", "C", "O", "H", "H", "H", "H", "H", "H", "H", "H", "H", "H", "H", "H", "H", "H"],
  "xyz": [[-23.41658, -7.42326, 25.06832], [-22.54690, -8.54608, 24.45669], [-22.64783, -8.84898, 23.26605], [-21.71038, -9.10899, 25.21119], [-24.30591, -7.28753, 24.45287], [-22.86861, -6.48122, 25.04867], [-23.66962, -7.52804, 26.12335], [-22.25564, -9.59406, 22.22138], [-21.57854, -10.63967, 21.38541], [-21.30245, -11.82030, 22.34996], [-21.07168, -13.19861, 21.61501], [-22.26398, -13.63626, 20.76334], [-22.58163, -12.62815, 19.65452], [-22.65018, -11.17977, 20.30964], [-22.91893, -10.15196, 19.35822], [-23.96888, -12.93896, 19.20954], [-21.50166, -12.70481, 18.58584], [-20.33495, -10.00051, 20.72516], [-22.24921, -8.60562, 21.76198], [-21.79641, -9.42047, 23.19456], [-23.31378, -9.71446, 22.45367], [-22.09199, -12.10111, 23.04701], [-20.41934, -11.41463, 22.84356], [-20.75224, -13.96454, 22.32170], [-20.18075, -13.13205, 20.99058], [-23.07321, -13.66234, 21.49312], [-22.01325, -14.65142, 20.45566], [-24.68808, -12.68047, 19.98673], [-24.33241, -13.91012, 18.87366], [-24.22948, -12.41803, 18.28823], [-20.52572, -12.33538, 18.90075], [-21.83421, -12.10079, 17.74164], [-21.44699, -13.72252, 18.19935], [-20.61208, -9.25506, 19.97977], [-19.63469, -10.70982, 20.28400], [-19.72903, -9.55171, 21.51226], [-20.21780, -9.20914, 28.72325], [-20.28679, -8.48409, 27.37590], [-20.83599, -7.00012, 27.32958], [-20.22974, -6.25899, 28.51227], [-20.61312, -6.18018, 25.98549], [-19.16415, -5.77836, 25.70821], [-22.41869, -7.18102, 27.45261], [-23.32784, -5.95808, 27.50737], [-23.43647, -5.39656, 26.22648], [-24.21075, -4.17906, 26.24006], [-19.32589, -8.95743, 29.29705], [-20.20226, -10.29903, 28.72529], [-20.98936, -8.85390, 29.40633], [-20.95300, -8.95424, 26.65255], [-19.29155, -8.38926, 26.94162], [-20.51345, -5.21938, 28.34849], [-19.14682, -6.38298, 28.51079], [-20.72997, -6.66535, 29.39133], [-21.19477, -5.27806, 26.17516], [-21.04164, -6.84422, 25.23481], [-18.81960, -5.04063, 26.43287], [-18.95675, -5.39391, 24.70957], [-18.43900, -6.58922, 25.77716], [-22.35352, -7.73123, 28.39129], [-22.84386, -7.86900, 26.72185], [-22.82452, -5.28385, 28.20033], [-24.33540, -6.26839, 27.78417], [-25.22041, -4.44254, 26.55511], [-24.09737, -3.53777, 25.36599], [-23.76104, -3.57791, 27.03029], [-18.99587, -9.29658, 23.02400], [-18.55322, -7.82510, 22.98679], [-19.73355, -6.92262, 22.39996], [-19.20460, -5.47642, 22.50952], [-20.07158, -7.10004, 20.88133], [-21.04595, -8.16211, 20.51860], [-20.96637, -6.92441, 23.33340], [-22.10807, -6.00498, 22.97691], [-21.89079, -4.70550, 23.63664], [-22.60214, -4.43576, 24.82709], [-18.88114, -9.90902, 22.12966], [-19.98624, -9.47822, 23.44146], [-18.25933, -9.78366, 23.66302], [-17.76199, -7.81787, 22.23713], [-18.31126, -7.47220, 23.98930], [-19.23079, -5.15792, 23.55162], [-19.76467, -4.73468, 21.94010], [-18.14282, -5.41167, 22.27176], [-19.05429, -7.30645, 20.54873], [-20.39097, -6.13269, 20.49364], [-22.03199, -7.87026, 20.88005], [-20.78778, -9.11482, 20.98096], [-20.84396, -8.39344, 19.47276], [-20.57371, -6.73377, 24.33218], [-21.38567, -7.91990, 23.47933], [-23.00212, -6.41589, 23.44589], [-22.37941, -5.75040, 21.95238], [-23.63806, -4.77233, 24.86817], [-22.68094, -3.34918, 24.86217], [-22.07691, -4.72112, 25.73858], [-28.86704, -6.37082, 23.12137], [-28.05417, -5.42769, 24.08077], [-27.57784, -6.06837, 25.41225], [-28.79836, -6.28697, 26.29082], [-26.89146, -7.46446, 25.18569], [-25.93651, -7.57420, 24.05164], [-26.61559, -5.05765, 26.02338], [-26.39099, -5.10487, 27.57879], [-26.12394, -6.43889, 27.84630], [-25.52512, -6.65230, 29.15891], [-29.43311, -7.17956, 23.58355], [-28.26556, -6.88013, 22.36844], [-29.64014, -5.88617, 22.52510], [-28.65529, -4.55934, 24.35042], [-27.19017, -4.91920, 23.65295], [-29.25767, -5.34901, 26.60282], [-28.65970, -6.83450, 27.22307], [-29.53692, -6.84654, 25.71679], [-27.75639, -8.10668, 25.01972], [-26.52602, -7.86211, 26.13249], [-26.36259, -7.26764, 23.09635], [-25.65217, -8.59787, 23.80799], [-24.98841, -7.07354, 24.24794], [-26.89650, -4.02275, 25.82800], [-25.64082, -5.07924, 25.53610], [-27.34500, -4.90130, 28.06513], [-25.57002, -4.40344, 27.72748], [-24.77546, -5.88106, 29.33579], [-24.92519, -7.56223, 29.17276], [-26.19239, -6.62496, 30.02037], [-27.33275, -5.68348, 21.49384], [-25.88997, -5.07814, 21.61389], [-24.69739, -5.92471, 21.05956], [-23.50039, -4.95453, 21.32798], [-24.57248, -7.28100, 21.85887], [-23.68474, -8.33671, 21.30473], [-25.08005, -6.05045, 19.52966], [-23.93445, -6.08803, 18.58216], [-23.05862, -7.20389, 18.71138], [-21.79728, -6.87237, 18.22617], [-27.49794, -6.02736, 20.47279], [-28.21271, -5.04886, 21.59884], [-27.45710, -6.51182, 22.19134], [-25.65091, -5.08687, 22.67732], [-25.83135, -4.09641, 21.14393], [-23.69104, -4.07133, 20.71830], [-22.57075, -5.47929, 21.10778], [-23.48462, -4.57687, 22.35034], [-25.53851, -7.77680, 21.95405], [-24.30870, -6.93181, 22.85716], [-22.70165, -7.90494, 21.11709], [-24.14765, -8.85347, 20.46403], [-23.55016, -8.99288, 22.16463], [-25.60141, -5.13158, 19.26141], [-25.68527, -6.94209, 19.36597], [-23.31173, -5.20714, 18.73821], [-24.32895, -6.28278, 17.58489], [-21.00025, -6.70236, 18.95001], [-21.74962, -5.99517, 17.58091], [-21.43591, -7.57851, 17.47858], [-23.03936, -12.27077, 27.99238], [-21.99211, -11.81866, 26.90031], [-21.23383, -10.54016, 27.40306], [-21.13967, -13.05988, 26.74125], [-22.75561, -11.46619, 25.55931], [-21.93538, -11.30854, 24.22828], [-20.88311, -10.36826, 24.22716], [-23.60179, -13.18622, 27.80875], [-23.63379, -11.41583, 28.31459], [-22.42685, -12.48714, 28.86767], [-21.01094, -10.67461, 28.46152], [-21.93990, -9.71363, 27.32297], [-20.38358, -10.31876, 26.75794], [-20.28840, -12.71632, 26.15355], [-21.63705, -13.86156, 26.19534], [-20.74712, -13.42728, 27.68942], [-23.34756, -10.59063, 25.82594], [-23.57087, -12.18866, 25.52063], [-22.61642, -11.04764, 23.41821], [-21.47883, -12.25722, 23.94601], [-21.26334, -9.49251, 24.12675]],
  "forces_ev_per_a": [[1.3479, -1.8483, -2.3339], [-1.8289, 2.0316, 10.9128], [-7.5754, 10.0884, 9.5075], [-7.0243, 9.3433, 4.8478], [7.5596, -2.0004, 2.7226], [-0.0005, -1.4490, 0.0753], [-2.0468, -0.4593, -2.7508], [2.2522, -4.7924, -6.8480], [0.8375, -6.8145, -2.7240], [2.3065, -2.9254, -8.4003], [1.2561, 1.0873, -0.5774], [0.9511, 0.9408, 1.8673], [1.6096, -0.5757, 1.4463], [-1.0781, 2.4751, 0.7729], [1.3221, -1.3878, 1.5349], [-1.9572, 0.8717, -1.4144], [-0.8875, 0.5072, -0.7371], [5.8610, -14.0201, -1.9345], [2.0454, -4.3504, -0.3978], [7.2065, -4.9612, -0.0295], [0.1007, -8.9853, -2.7003], [0.4147, -1.0848, -6.7111], [0.0749, -1.5686, -0.2296], [-0.4035, -0.0640, 0.4155], [0.1509, 0.1786, -0.2153], [-0.6026, -0.3235, -0.2832], [-0.5165, 0.1372, -0.5864], [0.0657, 0.3268, 0.0303], [1.2929, -0.8498, 0.5409], [0.0321, 0.8213, 0.2314], [-0.0445, -0.2321, 0.0944], [0.1813, 0.1752, -0.0175], [0.2326, -0.0682, 0.1891], [2.4434, -6.6978, -3.0249], [-0.2507, -1.5219, 0.2176], [-0.9883, -0.3002, -2.3469], [3.1681, 4.1149, 3.7197], [0.7464, 2.5194, -1.3702], [-0.3659, -0.0327, -0.0726], [-1.3706, 0.1644, -0.9171], [1.4400, -1.4295, 3.5063], [0.5450, -0.4314, 1.0007], [2.2913, -0.5536, 2.4262], [1.0795, -0.7251, 0.7066], [-4.6798, -1.9714, 6.4498], [-0.1678, 2.6305, 4.4959], [0.3646, 0.6951, -0.2428], [4.2236, 3.5934, 1.7827], [-0.4221, -0.4766, -0.0067], [1.8024, 2.3631, 0.6742], [0.1575, -0.1242, 0.0259], [0.2901, 0.1226, 0.4849], [-0.1918, -0.0604, 0.0796], [0.4681, 0.2579, 0.1804], [1.2461, -1.0930, 0.2283], [-0.7535, 0.6080, 3.2450], [-0.1195, 0.1532, -0.1116], [-0.4126, 0.0372, 1.5504], [-0.1712, -0.3609, 0.3217], [-1.0442, 0.4076, 0.4301], [3.0203, -0.4669, 2.0480], [-0.5773, 0.5477, 0.2903], [1.2393, 0.0060, -0.0461], [3.6749, 1.9953, -0.8395], [-1.6575, -0.1628, 1.1703], [-0.0508, 0.3690, 0.3290], [2.1644, 0.7966, 1.7644], [-1.9736, -1.3945, -2.0042], [-0.2412, 2.0586, 0.7298], [0.5575, 0.1531, 0.2576], [1.3863, -0.0787, 1.2672], [-1.6244, 11.2066, 1.9654], [1.8915, -0.7618, -1.9076], [2.1857, 0.3975, 3.6777], [0.7453, -1.0547, -1.3571], [3.7520, 3.5347, -5.3667], [1.6384, 0.4301, 1.3507], [2.4194, 0.7964, -1.1775], [-0.1448, -0.0474, 0.6493], [0.2893, 0.9400, 0.4034], [0.0593, 0.2376, -0.5400], [-0.5924, 0.0064, -1.5694], [-0.1066, -0.4543, -0.1411], [-0.1095, -0.3539, -0.6021], [0.0057, 0.0121, -0.8076], [0.4703, 0.2013, 0.3573], [8.7724, 2.5823, -5.8933], [-3.5373, 8.5365, 4.2635], [-1.8398, 2.0661, -0.7173], [0.9214, 0.3348, -3.6593], [3.0041, 2.4641, -1.5590], [0.8305, 0.4708, -0.9720], [2.9507, -2.7517, 4.2895], [1.8521, -0.5340, -4.5594], [0.6945, 0.2301, -0.6846], [-0.0438, 2.0515, -2.6844], [-2.5216, -1.7039, 2.5054], [-0.8991, -0.6015, -0.0623], [0.2856, 0.0458, 0.3767], [-0.8060, -0.0914, 0.0911], [-1.7725, -0.2680, 0.7053], [-2.7493, 0.4444, -0.5559], [-1.4571, -0.5902, 0.0782], [-2.9620, -1.1728, -1.1674], [1.3448, -1.4019, 1.6011], [-0.0251, 0.4285, 0.7953], [-0.1476, 0.2942, 0.9351], [-4.4216, -1.9358, 2.2951], [0.1289, 0.4790, 0.3586], [-0.3890, -0.3007, 0.3807], [0.0160, -0.7004, -0.0725], [0.2481, 0.2729, -0.4631], [0.8756, -0.1602, -0.2830], [0.1260, 0.1339, -0.0755], [-0.0513, -0.0194, -0.3673], [0.2319, 0.7357, 0.1149], [-0.3590, 0.3271, 1.2461], [-0.0757, -0.3844, 0.6260], [-8.5689, 2.3804, -2.2076], [-0.8221, -0.0330, -0.3034], [-1.5095, -1.7567, -1.0821], [0.2110, 0.9428, 0.2219], [-1.1386, -0.2475, 2.1564], [-0.4131, 0.2974, 0.3872], [-0.5835, -0.3735, -0.2410], [-0.5100, -0.1637, -0.4313], [3.9309, 0.8106, -3.3477], [-0.7905, -0.8045, 0.2980], [-1.2705, 0.9810, -0.3417], [-3.5585, 1.1376, -3.0371], [-0.7265, 1.2476, -1.6752], [-7.4410, 4.0135, -0.6754], [0.9182, -0.5500, 0.4240], [1.1488, -0.8748, -0.1918], [-0.0166, 0.1908, 1.4494], [1.3533, 0.6108, -2.3034], [0.1593, -0.3653, -0.1458], [1.0066, 0.7444, 0.2739], [4.4003, 2.3437, -2.5292], [0.1260, 0.7442, 0.0587], [0.2347, -0.0071, 0.2630], [0.1860, -0.1582, -0.3828], [-1.6086, 1.9942, -4.4720], [-0.4356, -0.1957, -0.2531], [0.1878, 0.7531, -1.0870], [-0.0365, -0.0998, -1.4389], [-9.7165, 1.1777, 0.7531], [0.9245, -0.2346, -0.3668], [-7.2114, 5.3900, -4.7863], [-0.3296, -0.1773, 0.2330], [-0.2068, 0.1075, 0.5443], [-0.3753, 0.4388, -0.7279], [-0.3953, 1.3037, -0.2401], [-0.6404, 0.1667, -0.3070], [-0.6676, 0.5163, 0.1441], [-0.0860, -0.7910, 0.4247], [1.4099, 1.2898, 0.4807], [-2.1017, -0.7864, -0.4142], [-4.7300, -6.6876, -2.0211], [1.2214, 1.0954, -0.8076], [-0.1054, 0.1139, 1.8474], [-0.8106, 1.0569, 8.1925], [2.9848, -9.7511, -2.5926], [0.0445, 0.3086, -0.8072], [-0.3607, -0.0915, -0.5283], [0.1226, -0.1106, -0.0324], [-4.1499, -3.2271, -2.8259], [-0.6795, -1.4479, 0.3324], [-0.1571, -1.8077, 0.1914], [0.1757, -0.3611, -0.1155], [-0.3372, 0.2421, 0.1780], [-0.3352, 0.1957, 0.0840], [0.2191, 0.3763, 0.0817], [0.4889, -0.6780, -0.7148], [-1.5232, 0.7101, 1.9489], [0.4901, -0.0365, 4.1234], [3.2951, -2.1715, 1.8231]],
  "homo_lumo_gap_ev": 3.527,
  "relative_energy_kj_mol": 8486.0,
  "max_force_ev_per_a": 15.80,
  "spin_multiplicity": 1,
  "e_lumo_ev": -12.448,
  "charge": 5
}

(2)
{
  "formula": "C3H8OS",
  "method": "wB97M-V/def2-TZVPD",
  "species": ["C", "S", "C", "C", "O", "H", "H", "H", "H", "H", "H", "H", "H"],
  "xyz": [[-1.89686, 0.73396, -0.14391], [-0.98794, -0.78482, -0.75390], [0.49181, -0.91618, 0.32439], [1.60170, 0.10568, 0.23130], [2.00756, 0.24003, -1.15969], [-3.12215, 0.50466, -0.48470], [-1.85708, 0.70322, 1.02718], [-1.58190, 1.72202, -0.43130], [0.71051, -2.05543, -0.00777], [0.06156, -1.15721, 1.36577], [1.21861, 1.01814, 0.71386], [2.43217, -0.17439, 0.79888], [0.92199, 0.06033, -1.48010]],
  "forces_ev_per_a": [[-3.1789, -2.2074, 1.6489], [0.1370, 1.8201, 0.1369], [-1.6044, -4.2262, 1.2249], [-0.8841, 0.2185, -1.2748], [-5.4420, -0.5934, 0.4865], [3.7734, 0.9168, 1.0243], [-0.2633, -0.0349, -2.1398], [0.2569, 0.0487, -0.6437], [0.4613, 2.6321, 0.5410], [0.9222, 0.9918, -1.1883], [0.0932, 0.2642, -0.5505], [1.3842, -0.7367, 0.8890], [4.3445, 0.9064, -0.1543]],
  "homo_lumo_gap_ev": 10.070,
  "relative_energy_kj_mol": 195.0,
  "max_force_ev_per_a": 5.50,
  "spin_multiplicity": 1,
  "e_lumo_ev": 0.736,
  "charge": 0
}